Below is an isolated molecule of C5H10N2O2, with properties calculated with ωB97M-V with the def2-TZVPD basis set.

Geometry (Å):
H: -2.461 1.276 0.445
N: -1.693 1.911 0.206
C: -0.769 1.238 -0.383
C: 0.319 1.922 -1.148
O: -1.061 -0.104 -0.634
C: 0.065 -0.930 -0.656
N: -0.290 -2.316 -0.626
C: 0.982 -0.539 0.666
C: 0.312 -0.533 2.022
O: 2.207 -0.562 0.574
H: 0.400 2.958 -0.810
H: 0.090 1.908 -2.216
H: 1.296 1.469 -0.985
H: 0.707 -0.709 -1.516
H: -1.095 -2.503 -1.216
H: 0.516 -2.907 -0.813
H: 1.002 -0.940 2.765
H: -0.600 -1.133 2.026
H: 0.072 0.496 2.297

Computed properties:
electronic energy	-12421.353	eV
Kohn-Sham gap	0.36242	Eh
LUMO energy	0.6	eV
maximum force	3.4	eV/Å

---

Below is an isolated molecule of C7H12N2O5, with properties calculated with ωB97M-V with the def2-TZVPD basis set.

Geometry (Å):
N: -2.724 0.148 1.768
C: -1.574 -0.205 1.726
N: -0.411 -0.500 1.443
C: 0.626 -1.286 0.908
C: 1.903 -0.658 1.499
O: 2.253 0.684 1.160
C: 0.422 -1.341 -0.619
O: -0.897 -2.077 -0.878
C: 0.398 0.075 -1.430
O: 0.387 -0.254 -2.790
C: -0.607 1.267 -1.191
O: -0.532 2.166 -2.338
C: -0.281 2.043 0.115
O: -1.071 2.234 0.948
H: -3.384 0.219 2.768
H: 0.440 -2.421 1.225
H: 2.757 -1.207 1.283
H: 1.658 -0.630 2.554
H: 1.453 1.160 1.298
H: 1.125 -2.069 -1.118
H: -1.663 -1.702 -0.364
H: 1.389 0.414 -1.082
H: -0.439 -0.895 -2.795
H: -1.677 0.845 -1.206
H: -0.289 1.619 -3.120
H: 0.737 2.370 0.236

Computed properties:
electronic energy	-20666.959	eV
Kohn-Sham gap	0.37525	Eh
LUMO energy	0.5	eV
maximum force	5.9	eV/Å

---

Below is a structure of composition C19H26BiIN4O, with properties calculated with ωB97M-V with the def2-TZVPD basis set.

Geometry (Å):
C: -3.738 2.025 -2.135
I: 0.156 3.446 -0.718
H: -3.215 2.995 -1.954
H: -4.575 1.959 -1.412
H: -4.141 2.052 -3.163
C: 2.213 -1.270 -3.332
C: 2.789 -0.073 -3.409
N: 2.191 0.725 -2.445
C: 1.205 0.044 -1.787
N: 1.219 -1.191 -2.363
H: 2.415 -2.186 -3.864
H: 3.579 0.320 -4.029
C: -3.768 0.863 3.134
C: -2.092 1.136 1.623
N: -2.970 0.248 2.174
H: -3.719 2.976 3.796
N: -2.376 2.307 2.257
H: -4.506 0.338 3.699
Bi: -0.552 0.731 -0.264
C: -2.602 1.082 -1.958
O: -2.677 -0.096 -2.293
C: -3.396 2.151 3.193
C: -1.658 3.544 2.096
H: -0.717 3.545 2.667
H: -2.284 4.370 2.444
H: -1.398 3.722 1.027
C: -3.090 -1.169 1.885
H: -4.076 -1.516 2.242
H: -2.310 -1.747 2.414
H: -3.003 -1.356 0.801
C: 0.422 -2.321 -1.929
H: 0.396 -3.063 -2.738
H: -0.605 -2.008 -1.691
H: 0.869 -2.787 -1.034
C: 2.678 2.046 -2.163
H: 1.800 2.699 -2.002
H: 3.193 2.461 -3.038
H: 3.300 2.073 -1.255
C: 0.462 -0.939 1.493
C: 1.732 -1.623 1.243
C: 1.808 -3.043 1.304
C: 3.029 -3.683 1.064
C: 4.157 -2.937 0.674
C: 4.066 -1.539 0.603
C: 2.874 -0.884 0.880
H: -0.394 -1.613 1.601
H: 0.495 -0.195 2.298
H: 0.891 -3.603 1.572
H: 3.086 -4.773 1.195
H: 5.091 -3.468 0.445
H: 4.951 -0.971 0.333
H: 2.798 0.200 0.818

Computed properties:
electronic energy	-42065.526	eV
Kohn-Sham gap (alpha / beta)	0.08183 / 0.08177	Eh
LUMO energy (alpha / beta)	4.7 / 4.7	eV
net charge	-2
maximum force	3.5	eV/Å

---

Below is the ion C4H5N2S2 with charge +1, with properties calculated with ωB97M-V with the def2-TZVPD basis set.

Geometry (Å):
C: -0.588 -0.161 0.492
C: -1.040 2.466 0.829
C: 0.210 0.479 -0.408
C: 1.314 -2.015 -0.924
N: -1.274 0.245 1.526
N: -1.573 1.515 1.710
S: -0.055 2.280 -0.537
S: 1.193 -0.259 -1.499
H: -0.637 -1.329 0.307
H: -1.439 3.468 0.892
H: 1.689 -1.964 0.097
H: 1.893 -2.415 -1.644
H: 0.307 -2.309 -0.840

Computed properties:
electronic energy	-28869.067	eV
Kohn-Sham gap	0.27573	Eh
LUMO energy	-6.6	eV
net charge	+1
maximum force	4.6	eV/Å

---

Below is a structure of composition C43H59HfIN2P2SSi, with properties calculated with ωB97M-V with the def2-TZVPD basis set.

Geometry (Å):
Hf: -0.140 -0.546 -0.362
C: 0.358 3.696 0.559
Si: 0.836 1.971 -0.048
C: 2.727 1.946 0.080
C: 3.453 3.140 0.113
C: 4.782 3.174 0.508
C: 5.417 2.007 0.904
C: 4.735 0.802 0.845
C: 3.408 0.763 0.419
P: 2.555 -0.817 0.189
C: 3.399 -1.709 -1.203
C: 4.920 -1.583 -1.332
C: 5.329 -2.031 -2.748
C: 4.433 -3.157 -3.286
C: 3.909 -4.016 -2.143
C: 2.993 -3.196 -1.212
C: 2.707 -1.804 1.740
C: 2.042 -0.999 2.868
C: 2.013 -1.823 4.151
C: 3.439 -2.224 4.598
C: 4.500 -1.867 3.556
C: 4.104 -2.339 2.158
C: 0.050 1.866 -1.761
C: 0.724 1.989 -2.985
C: 0.044 1.922 -4.182
C: -1.335 1.710 -4.181
C: -2.029 1.585 -2.994
C: -1.354 1.670 -1.764
P: -2.219 1.157 -0.200
C: -4.039 1.021 -0.517
C: -4.600 -0.192 -1.263
C: -6.117 -0.019 -1.505
C: -6.745 0.891 -0.454
C: -6.179 2.314 -0.585
C: -4.713 2.297 -1.058
C: -2.241 2.112 1.399
C: -3.131 3.349 1.544
C: -3.285 3.742 3.032
C: -2.137 3.209 3.881
C: -2.117 1.673 3.864
C: -2.590 1.106 2.511
H: 0.966 4.417 0.012
H: 0.541 3.842 1.625
H: -0.679 3.944 0.337
H: 2.978 4.073 -0.157
H: 5.314 4.115 0.527
H: 6.444 2.031 1.243
H: 5.252 -0.105 1.123
H: 2.972 -1.223 -2.084
H: 5.408 -2.214 -0.586
H: 5.259 -0.563 -1.162
H: 6.370 -2.358 -2.723
H: 5.290 -1.175 -3.424
H: 4.983 -3.766 -4.003
H: 3.584 -2.737 -3.834
H: 4.755 -4.407 -1.571
H: 3.366 -4.883 -2.519
H: 3.057 -3.613 -0.204
H: 1.950 -3.293 -1.531
H: 2.068 -2.671 1.545
H: 1.022 -0.696 2.579
H: 2.582 -0.062 3.027
H: 1.414 -2.724 3.973
H: 1.504 -1.268 4.939
H: 3.475 -3.298 4.790
H: 3.686 -1.739 5.541
H: 5.452 -2.321 3.832
H: 4.671 -0.787 3.548
H: 4.077 -3.431 2.145
H: 4.873 -2.061 1.441
H: 1.798 2.139 -2.982
H: 0.573 2.031 -5.119
H: -1.871 1.650 -5.120
H: -3.093 1.417 -3.026
H: -4.362 0.928 0.525
H: -4.408 -1.100 -0.683
H: -4.106 -0.309 -2.226
H: -6.598 -0.997 -1.520
H: -6.283 0.420 -2.492
H: -6.547 0.487 0.544
H: -7.829 0.908 -0.559
H: -6.267 2.843 0.366
H: -6.770 2.879 -1.307
H: -4.194 3.207 -0.756
H: -4.693 2.288 -2.147
H: -1.206 2.389 1.565
H: -4.124 3.156 1.139
H: -2.713 4.178 0.969
H: -4.226 3.343 3.419
H: -3.355 4.825 3.116
H: -2.223 3.567 4.906
H: -1.190 3.606 3.502
H: -2.758 1.282 4.655
H: -1.105 1.318 4.075
H: -3.671 0.936 2.527
H: -2.128 0.128 2.339
I: -0.869 -2.968 1.401
C: -2.019 -3.138 -0.361
C: -2.795 -4.236 -0.640
C: -3.385 -4.273 -1.901
C: -3.147 -3.243 -2.796
C: -2.354 -2.180 -2.401
N: -1.811 -2.113 -1.180
H: -2.922 -5.037 0.073
H: -4.003 -5.116 -2.180
H: -3.565 -3.258 -3.792
H: -2.128 -1.359 -3.070
S: 0.720 -1.889 -4.851
C: 0.591 -1.428 -3.362
N: 0.496 -1.094 -2.216

Computed properties:
electronic energy	-95216.139	eV
Kohn-Sham gap	0.24658	Eh
LUMO energy	-6.2	eV
net charge	+2
maximum force	0.9	eV/Å

---

Below is an isolated molecule of C2H3I, with properties calculated with ωB97M-V with the def2-TZVPD basis set.

Geometry (Å):
C: 0.647 0.383 -0.083
C: -0.317 -0.489 0.087
I: -2.379 0.008 0.019
H: 1.707 0.118 0.156
H: 0.349 1.512 -0.122
H: -0.006 -1.532 -0.058

Computed properties:
<S²>	2.0099
electronic energy	-10217.623	eV
Kohn-Sham gap (alpha / beta)	0.22198 / 0.27194	Eh
spin multiplicity	3
LUMO energy (alpha / beta)	0.3 / -2.6	eV
maximum force	11.7	eV/Å